(1)
{
  "formula": "C21H18N2NiO3S",
  "method": "ωB97M-V/def2-TZVPD",
  "mol_weight_g_mol": 437.1,
  "multiplicity": 3,
  "total_charge": 2,
  "homo_energy_ha": [-0.5167, -0.5167],
  "elements": ["C", "C", "C", "C", "C", "C", "C", "N", "C", "S", "C", "O", "C", "C", "C", "C", "C", "O", "N", "C", "C", "C", "C", "C", "C", "C", "O", "H", "H", "H", "H", "H", "H", "H", "H", "H", "H", "H", "H", "H", "H", "H", "H", "H", "H", "Ni"],
  "coordinates": [[3.458, -0.863, 3.442], [3.709, -1.686, 2.430], [4.227, -2.121, 0.946], [3.679, -1.153, -0.221], [3.821, 0.430, 0.082], [2.460, 1.221, -0.387], [2.155, 1.250, -1.805], [2.999, 0.585, -2.861], [2.356, -0.505, -3.279], [1.706, -2.052, -3.379], [0.795, 2.025, -2.248], [0.646, 2.224, -3.503], [-0.334, 2.491, -1.196], [-0.053, 2.444, 0.218], [-1.120, 2.893, 1.335], [-2.563, 2.173, 1.225], [-2.643, 0.758, 2.030], [-1.662, 0.489, 2.818], [-3.830, -0.130, 1.876], [-3.786, -0.950, 0.665], [-2.965, -0.642, -0.655], [-3.032, -1.591, -1.935], [-3.940, -2.907, -1.915], [-4.736, -3.251, -0.584], [-4.666, -2.297, 0.688], [1.447, 1.942, 0.624], [1.864, 2.123, 1.829], [3.140, -0.099, 4.257], [3.752, -3.171, 0.770], [5.374, -2.287, 0.920], [2.579, -1.385, -0.468], [4.280, -1.366, -1.192], [4.673, 0.845, -0.595], [4.106, 0.698, 1.162], [-1.359, 2.854, -1.600], [-0.626, 2.816, 2.370], [-1.317, 4.030, 1.162], [-3.314, 2.876, 1.780], [-2.969, 2.099, 0.142], [-4.031, -0.686, 2.726], [-2.293, 0.284, -0.728], [-2.440, -1.321, -2.901], [-3.976, -3.548, -2.869], [-5.366, -4.223, -0.605], [-5.270, -2.630, 1.603], [5.065, 1.312, -2.170]],
  "nbo_charge": [-0.24, -0.07, -0.46, -0.41, -0.36, -0.04, 0.07, -0.69, 0.32, 0.24, 0.49, -0.48, -0.27, 0.00, -0.46, -0.51, 0.67, -0.47, -0.56, 0.30, -0.24, -0.16, -0.06, -0.19, -0.16, 0.50, -0.47, 0.29, 0.26, 0.26, 0.23, 0.22, 0.04, 0.31, 0.26, 0.29, 0.27, 0.29, 0.24, 0.45, 0.26, 0.27, 0.27, 0.28, 0.27, 0.95]
}

---

(2)
{
  "formula": "C21H18N2O6",
  "method": "ωB97M-V/def2-TZVPD",
  "mol_weight_g_mol": 394.4,
  "smiles": "CNC(=O)c1c(O)cccc1OC/C=C/c1cccc(-c2cc(C(=O)O)no2)c1",
  "de_lowest_ev": 2.461,
  "homo_energy_ha": -0.3245,
  "elements": ["C", "N", "C", "O", "C", "C", "O", "C", "C", "C", "C", "O", "C", "C", "C", "C", "C", "C", "C", "C", "C", "C", "C", "C", "O", "O", "N", "O", "C", "H", "H", "H", "H", "H", "H", "H", "H", "H", "H", "H", "H", "H", "H", "H", "H", "H", "H"],
  "coordinates": [[-2.899, 5.656, 1.542], [-3.122, 4.175, 1.456], [-3.945, 3.642, 0.472], [-4.544, 4.456, -0.219], [-4.119, 2.205, 0.216], [-5.276, 1.707, -0.421], [-6.307, 2.492, -0.805], [-5.475, 0.376, -0.630], [-4.519, -0.560, -0.242], [-3.303, -0.087, 0.254], [-3.118, 1.254, 0.500], [-1.886, 1.611, 1.035], [-0.870, 1.952, 0.074], [0.228, 0.921, 0.048], [1.588, 1.227, 0.127], [2.701, 0.298, 0.121], [3.991, 0.768, 0.414], [5.096, -0.070, 0.404], [4.965, -1.449, 0.136], [3.660, -1.959, -0.050], [3.451, -3.352, -0.377], [4.371, -4.335, -0.593], [3.689, -5.551, -0.975], [4.382, -6.830, -1.342], [5.613, -6.830, -1.370], [3.553, -7.859, -1.719], [2.388, -5.330, -0.920], [2.235, -3.932, -0.553], [2.539, -1.093, -0.112], [-2.742, 6.101, 0.543], [-2.002, 5.872, 2.127], [-3.778, 6.137, 2.011], [-2.692, 3.538, 2.071], [-5.958, 3.383, -0.752], [-6.408, 0.006, -1.027], [-4.657, -1.612, -0.372], [-2.561, -0.821, 0.560], [-0.397, 2.934, 0.284], [-1.321, 2.043, -0.906], [-0.106, -0.091, -0.031], [1.845, 2.264, 0.266], [4.149, 1.808, 0.634], [6.092, 0.342, 0.640], [5.840, -2.129, 0.120], [5.437, -4.246, -0.611], [2.636, -7.539, -1.722], [1.555, -1.493, -0.304]],
  "nbo_charge": [-0.41, -0.61, 0.66, -0.66, -0.31, 0.44, -0.67, -0.31, -0.14, -0.31, 0.35, -0.54, -0.10, -0.16, -0.23, 0.03, -0.20, -0.20, -0.18, -0.10, 0.33, -0.31, 0.01, 0.77, -0.53, -0.65, -0.11, -0.30, -0.19, 0.22, 0.21, 0.21, 0.41, 0.51, 0.23, 0.22, 0.22, 0.19, 0.20, 0.19, 0.20, 0.21, 0.22, 0.23, 0.24, 0.50, 0.23]
}

---

(3)
{
  "formula": "C21H18NO7PSc",
  "method": "ωB97M-V/def2-TZVPD",
  "mol_weight_g_mol": 472.3,
  "de_lowest_ev": 1.911,
  "total_charge": 1,
  "homo_energy_ha": -0.4480,
  "elements": ["Sc", "O", "C", "O", "C", "P", "C", "C", "C", "C", "C", "C", "C", "C", "C", "C", "C", "C", "H", "H", "H", "H", "H", "H", "H", "H", "H", "H", "H", "H", "O", "H", "H", "O", "C", "O", "C", "C", "C", "C", "C", "C", "N", "O", "O", "H", "H", "H", "H"],
  "coordinates": [[-0.781, 0.284, -0.705], [-3.607, -1.912, 1.116], [-2.558, -1.768, 0.583], [-2.292, -0.769, -0.327], [-1.340, -2.634, 0.817], [0.159, -1.577, 0.895], [1.584, -2.663, 0.900], [2.233, -2.962, -0.297], [3.303, -3.844, -0.305], [3.730, -4.420, 0.884], [3.092, -4.116, 2.081], [2.020, -3.238, 2.093], [0.066, -0.758, 2.496], [1.068, 0.164, 2.810], [1.037, 0.837, 4.018], [-0.005, 0.607, 4.912], [-1.011, -0.293, 4.599], [-0.979, -0.980, 3.391], [-1.208, -3.291, -0.046], [-1.481, -3.255, 1.698], [1.909, -2.506, -1.224], [3.809, -4.076, -1.234], [4.570, -5.103, 0.881], [3.432, -4.562, 3.007], [1.530, -2.994, 3.028], [1.874, 0.358, 2.112], [1.817, 1.547, 4.260], [-0.033, 1.140, 5.854], [-1.824, -0.466, 5.292], [-1.775, -1.677, 3.165], [-0.788, -0.486, -2.780], [-1.526, -1.091, -2.948], [-0.285, -0.388, -3.599], [0.691, 3.976, -0.064], [0.052, 3.092, -0.534], [-0.047, 1.843, -0.004], [-0.705, 3.212, -1.825], [-1.894, 2.522, -2.066], [-2.570, 2.661, -3.270], [-2.041, 3.461, -4.266], [-0.859, 4.126, -4.006], [-0.186, 4.041, -2.810], [-0.286, 4.993, -5.077], [0.711, 5.620, -4.804], [-0.863, 5.007, -6.141], [-2.410, 1.979, -1.285], [-3.519, 2.164, -3.423], [-2.534, 3.590, -5.218], [0.718, 4.607, -2.636]],
  "nbo_charge": [1.82, -0.51, 0.80, -0.89, -0.82, 0.84, -0.29, -0.22, -0.19, -0.17, -0.19, -0.21, -0.41, -0.12, -0.21, -0.17, -0.19, -0.20, 0.27, 0.27, 0.21, 0.23, 0.23, 0.23, 0.23, 0.22, 0.23, 0.23, 0.23, 0.23, -0.95, 0.54, 0.54, -0.50, 0.78, -0.86, -0.17, -0.25, -0.19, -0.19, 0.11, -0.17, 0.51, -0.34, -0.35, 0.21, 0.24, 0.27, 0.28]
}

---

(4)
{
  "formula": "C21H19AsBrCl2NO2PdS",
  "method": "ωB97M-V/def2-TZVPD",
  "mol_weight_g_mol": 681.6,
  "de_lowest_ev": 0.000,
  "total_charge": -2,
  "homo_energy_ha": -0.0648,
  "elements": ["Pd", "Cl", "C", "C", "C", "C", "C", "Cl", "C", "S", "H", "H", "H", "Br", "C", "C", "C", "C", "C", "N", "C", "O", "O", "H", "H", "H", "C", "As", "C", "C", "C", "C", "C", "C", "C", "C", "H", "H", "H", "H", "H", "H", "H", "H", "H", "H", "H", "H", "H"],
  "coordinates": [[-0.677, 1.456, -0.168], [-2.578, -0.400, -1.422], [-3.925, -0.302, -0.326], [-4.935, -1.228, -0.522], [-6.057, -1.225, 0.290], [-6.145, -0.275, 1.295], [-5.123, 0.638, 1.474], [-5.344, 1.793, 2.767], [-3.947, 0.684, 0.688], [-2.723, 1.877, 0.977], [-4.825, -1.952, -1.318], [-6.847, -1.951, 0.145], [-7.004, -0.234, 1.953], [0.431, -2.506, -0.027], [1.852, -2.006, 1.167], [1.716, -0.758, 1.760], [2.741, -0.385, 2.615], [3.794, -1.259, 2.835], [3.814, -2.495, 2.191], [2.835, -2.848, 1.343], [4.979, -3.484, 2.497], [5.642, -3.162, 3.511], [5.129, -4.434, 1.717], [0.871, -0.122, 1.526], [2.707, 0.581, 3.108], [4.604, -1.043, 3.517], [2.543, 0.400, -1.677], [1.460, 1.836, -0.914], [1.819, 3.136, -2.343], [2.771, 2.507, 0.437], [4.169, 2.717, -0.037], [4.588, 3.955, -0.525], [5.879, 4.141, -0.999], [6.784, 3.088, -0.993], [6.383, 1.851, -0.505], [5.092, 1.670, -0.031], [3.468, 0.775, -2.118], [1.944, -0.092, -2.442], [2.785, -0.334, -0.913], [2.885, 3.203, -2.566], [1.436, 4.115, -2.056], [1.278, 2.805, -3.230], [2.733, 1.756, 1.226], [2.336, 3.425, 0.835], [3.885, 4.781, -0.535], [6.179, 5.113, -1.374], [7.792, 3.230, -1.364], [7.075, 1.019, -0.493], [4.791, 0.699, 0.345]],
  "nbo_charge": [-0.22, 0.00, -0.07, -0.22, -0.27, -0.24, -0.06, -0.03, -0.19, -0.35, 0.21, 0.20, 0.21, -0.01, 0.16, -0.32, -0.20, -0.25, 0.12, -0.43, 0.72, -0.78, -0.73, 0.26, 0.21, 0.24, -0.98, 1.03, -0.98, -0.78, 0.09, -0.26, -0.22, -0.25, -0.20, -0.25, 0.21, 0.23, 0.24, 0.21, 0.22, 0.22, 0.25, 0.23, 0.20, 0.20, 0.20, 0.21, 0.23]
}

---

| no. | E (eV) |
| --- | --- |
| 1 | -83036.783 |
| 2 | -37332.346 |
| 3 | -67876.158 |
| 4 | -197914.445 |